26
Properties=species:S:1:pos:R:3 method="wB97M-V/def2-TZVPD" de_lowest_kj_mol=48.9 fmax_ha_per_bohr=0.040 total_charge=+1 gap_ev=11.72 e_homo_ev=-14.51 mol_weight_g_mol=128.192
C 0.1559 -0.3477 0.7623
C -1.2325 -0.5774 0.1956
C -2.3617 0.3670 0.6593
C -2.7149 1.3893 -0.4635
N 0.7724 0.8100 0.0448
H 0.1133 -0.1382 1.8321
H 0.8107 -1.2145 0.6976
H -1.2311 -0.5383 -0.8969
H -1.5228 -1.5998 0.4428
H -3.2416 -0.2604 0.7612
H -2.1239 0.9454 1.5500
H -1.9730 2.1869 -0.6012
H -3.6109 1.9494 -0.2029
H -2.8774 0.8675 -1.4042
H 0.1902 1.6305 0.0076
H 1.0074 0.5706 -0.9178
H 1.6649 1.0530 0.4677
H 4.1753 0.7198 1.2538
H 3.6846 -0.6203 0.7463
O 3.4957 0.3136 0.6786
H -0.3186 -4.7854 0.8969
H -1.4589 -4.2008 0.2503
O -0.7098 -3.9239 0.8412
H 2.3250 2.6965 -2.3119
H 1.5532 1.8975 -3.3166
O 1.5517 2.1047 -2.3570

99
Properties=species:S:1:pos:R:3 method="wB97M-V/def2-TZVPD" de_lowest_kj_mol=0.0 fmax_ha_per_bohr=0.061 gap_ev=5.41 e_homo_ev=-5.74 mol_weight_g_mol=795.122
O -1.1776 3.3140 -1.4865
O 0.7192 4.0219 -2.6137
C -2.3723 2.8866 -2.2476
C -3.0518 1.7081 -1.5912
H -1.9894 2.6368 -3.2404
H -3.0373 3.7561 -2.3348
H -2.3364 0.9197 -1.3219
H -3.7706 1.2774 -2.2977
H -3.6031 2.0097 -0.6923
C -1.3754 3.7630 -0.0752
C -1.2790 5.2590 0.0155
H -0.5872 3.2466 0.4778
H -2.3413 3.3742 0.2545
H -0.3006 5.6102 -0.3352
H -1.3946 5.5709 1.0558
H -2.0793 5.7326 -0.5654
C 1.9977 3.5187 -2.1295
C 0.6138 4.1155 -4.0691
C 1.8931 3.0267 -0.7115
H 2.6944 4.3602 -2.2103
H 2.3546 2.7210 -2.8009
H 1.5757 3.8207 -0.0246
H 2.8839 2.6939 -0.3809
H 1.2319 2.1562 -0.6189
C -0.0038 5.4356 -4.4521
H 0.0079 3.2615 -4.4019
H 1.6272 4.0252 -4.4772
H -0.9986 5.5600 -4.0129
H -0.1010 5.5091 -5.5390
H 0.6272 6.2677 -4.1223
H -0.2832 3.6946 -2.0258
N -1.3588 -1.6838 2.7043
C -1.0653 -2.5685 3.6371
C 0.1762 -3.2175 3.7460
C 1.3227 -3.0176 2.9656
C -2.0907 -2.9215 4.6877
H -3.0592 -3.1739 4.2370
H -2.2386 -2.0859 5.3864
H -1.7293 -3.7881 5.2483
C 2.6202 -3.5643 3.5083
H 3.3903 -2.7850 3.5886
H 3.0124 -4.3703 2.8738
H 2.4395 -3.9697 4.5073
N 1.3224 -2.4048 1.7887
C -2.4111 -0.7626 2.7207
C -3.6300 -1.0319 2.0467
C -3.9840 -2.4117 1.5790
C -4.5407 0.0011 1.8436
H -5.4630 -0.2086 1.2995
C -4.2935 1.2785 2.3564
H -5.0119 2.0809 2.1930
C -3.1454 1.5141 3.1166
H -2.9709 2.4908 3.5761
C -2.2104 0.5073 3.3216
C -1.0006 0.7320 4.1702
C 2.5091 -2.0203 1.1378
C 3.1261 -2.8888 0.1970
C 2.6975 -4.3179 0.0673
C 4.1282 -2.3907 -0.6317
H 4.5847 -3.0607 -1.3631
C 4.5468 -1.0630 -0.5287
H 5.3178 -0.6793 -1.1970
C 4.0046 -0.2335 0.4545
H 4.3689 0.7887 0.5824
C 2.9997 -0.6946 1.2986
C 2.3963 0.2203 2.3189
Pb -0.6774 -2.4288 0.1128
H -4.3284 -2.3838 0.5349
H -4.8246 -2.8094 2.1722
H -3.1669 -3.1413 1.6507
H -0.0694 0.5188 3.6292
H -1.0150 0.1000 5.0712
H -0.9699 1.7767 4.4996
H 2.8135 -4.6533 -0.9739
H 1.6518 -4.4959 0.3466
H 3.3265 -4.9735 0.6908
H 2.2216 -0.2878 3.2763
H 1.4384 0.6435 1.9759
H 3.0743 1.0642 2.5066
H 0.2832 -3.9033 4.5838
C 0.4753 -1.1914 -1.1917
Si 0.6579 -1.5190 -3.0400
H 1.5026 -1.1188 -0.7801
H 0.0543 -0.1687 -1.0995
C -0.7998 -0.8164 -3.9765
C 0.8494 -3.3346 -3.4290
C 2.2345 -0.6434 -3.5648
H 2.8237 -1.2949 -4.2239
H 2.8652 -0.3764 -2.7084
H 2.0033 0.2783 -4.1144
H -1.6418 -1.5217 -3.9718
H -0.5171 -0.6452 -5.0243
H -1.1469 0.1380 -3.5572
H 0.1265 -3.9684 -2.8979
H 1.8593 -3.6783 -3.1644
H 0.7119 -3.4788 -4.5123
O -1.1924 -5.0102 1.2917
N -1.0355 -5.4972 0.1553
O -0.4915 -4.7316 -0.7308

156
Properties=species:S:1:pos:R:3 method="wB97M-V/def2-TZVPD" fmax_ha_per_bohr=0.013 total_charge=-1 gap_ev=4.31 e_homo_ev=-2.64 mol_weight_g_mol=1361.642
F -1.8684 0.5814 3.4860
N -3.3414 0.7130 3.8955
C -3.9707 0.6603 2.6027
C -5.3173 -0.0661 2.7159
C -5.8625 -0.5818 1.3886
F -7.2059 -0.2788 1.2623
F -5.2743 0.0112 0.3121
C -5.8394 -2.1286 1.2250
F -6.5141 -2.4927 0.1134
F -6.5209 -2.6212 2.2913
C -4.4802 -2.8873 1.2415
F -4.8064 -4.2037 1.1634
F -3.8582 -2.6852 2.4027
C -3.4760 -2.6139 0.0771
F -4.0988 -2.2047 -1.0245
F -2.8438 -3.7580 -0.2314
F -2.5668 -1.7410 0.4263
H -3.3129 0.0992 1.9384
H -4.1214 1.6489 2.1233
H -5.2306 -0.8749 3.4350
H -6.0703 0.6220 3.1031
C -2.2216 -4.2892 -3.9465
C -2.1654 -2.9233 -4.6414
C -0.8844 -2.8873 -5.4834
S -0.5454 -4.5872 -5.9362
O 0.6864 -5.0133 -5.3109
O -0.7451 -4.7854 -7.3543
C -1.9125 -5.3158 -5.0314
H -3.1918 -4.4618 -3.4825
H -1.4636 -4.3402 -3.1618
H -3.0440 -2.8007 -5.2785
H -2.1694 -2.1075 -3.9228
H -0.9969 -2.2967 -6.3883
H -0.0421 -2.5150 -4.9080
H -1.6067 -6.2874 -4.6489
H -2.7432 -5.4286 -5.7277
C -6.3910 1.3045 -3.1479
C -7.5221 0.8395 -4.0753
C -6.8723 0.1679 -5.2918
S -5.2980 -0.4897 -4.7133
O -4.2345 0.2065 -5.3940
O -5.3506 -1.9304 -4.7130
C -5.4296 0.1271 -3.0410
H -6.7632 1.5973 -2.1676
H -5.8791 2.1644 -3.5859
H -8.1485 0.1176 -3.5477
H -8.1618 1.6669 -4.3808
H -7.4649 -0.6540 -5.6852
H -6.6536 0.8806 -6.0847
H -4.4402 0.3953 -2.6777
H -5.8480 -0.6704 -2.4276
C 1.4345 -8.6744 -8.4583
C 2.2403 -7.5509 -7.7943
C 2.3260 -7.8732 -6.2991
S 2.2319 -9.6611 -6.1631
O 1.0146 -10.0219 -5.4782
O 3.4999 -10.1989 -5.7335
C 2.0088 -9.9786 -7.9132
H 1.5006 -8.6338 -9.5449
H 0.3816 -8.5871 -8.1821
H 3.2441 -7.5187 -8.2241
H 1.7817 -6.5757 -7.9510
H 3.2587 -7.5370 -5.8545
H 1.4846 -7.4518 -5.7525
H 1.3545 -10.8387 -8.0357
H 2.9916 -10.1905 -8.3337
C 2.7855 1.0757 -3.5403
C 3.5047 0.0813 -2.6225
C 3.2776 -1.3195 -3.2033
S 3.0662 -1.0969 -4.9750
O 1.7133 -1.4591 -5.3330
O 4.1894 -1.6579 -5.6844
C 3.1734 0.6887 -4.9654
H 3.0650 2.1050 -3.3186
H 1.7048 0.9872 -3.4091
H 4.5745 0.3090 -2.6075
H 3.1353 0.1458 -1.5971
H 4.1176 -1.9900 -3.0408
H 2.3640 -1.7716 -2.8210
H 2.5097 1.0866 -5.7301
H 4.2068 0.9539 -5.1879
C 1.1444 4.1376 1.1952
C 1.8564 3.3074 2.2689
C 1.3794 1.8611 2.1361
S 0.9469 1.6515 0.3990
O -0.4634 1.4160 0.2576
O 1.8958 0.7678 -0.2511
C 1.2854 3.3433 -0.0941
H 1.5830 5.1305 1.0939
H 0.0895 4.2564 1.4494
H 2.9370 3.3622 2.1091
H 1.6526 3.6709 3.2748
H 2.1521 1.1440 2.4009
H 0.4848 1.6866 2.7360
H 0.5828 3.6338 -0.8717
H 2.3057 3.3826 -0.4767
C -0.3485 -0.9646 6.8881
C 0.3030 -0.1858 8.0390
C 1.5835 0.4446 7.4869
S 1.2896 0.6933 5.7264
O 2.2196 -0.1401 4.9950
O 1.2238 2.1135 5.4477
C -0.3333 -0.0301 5.6819
H -1.3644 -1.2719 7.1319
H 0.2369 -1.8569 6.6789
H -0.3776 0.5968 8.3837
H 0.5270 -0.8292 8.8903
H 1.8135 1.4068 7.9391
H 2.4348 -0.2270 7.5833
H -0.4767 -0.5297 4.7297
H -1.0623 0.7730 5.7755
C 1.5812 7.5878 4.8672
C 0.3354 8.4776 4.9841
C -0.0440 8.9237 3.5660
S 0.5330 7.6199 2.4667
O 1.5762 8.1465 1.6179
O -0.5967 6.9362 1.8991
C 1.2927 6.6108 3.7331
H 1.7927 7.0611 5.7962
H 2.4527 8.1984 4.6194
H -0.4826 7.9017 5.4202
H 0.5115 9.3377 5.6290
H -1.1168 9.0340 3.4317
H 0.4634 9.8426 3.2777
H 2.1793 6.1337 3.3226
H 0.5633 5.8563 4.0287
C 3.6204 -6.0047 7.8706
C 2.3312 -6.5428 8.5066
C 1.4217 -5.3399 8.7866
S 1.8525 -4.0936 7.5610
O 2.4152 -2.9537 8.2421
O 0.7706 -3.9533 6.6251
C 3.1759 -5.0213 6.7928
H 4.2301 -6.8038 7.4514
H 4.2174 -5.4853 8.6235
H 1.8384 -7.2228 7.8092
H 2.5327 -7.1003 9.4204
H 0.3666 -5.5770 8.6776
H 1.6066 -4.9076 9.7681
H 3.9529 -4.3301 6.4752
H 2.7528 -5.5344 5.9301
C 3.9310 10.1347 -1.5659
C 4.2800 9.4400 -2.8892
C 4.7851 8.0339 -2.5448
S 3.9788 7.5743 -0.9986
O 4.9917 7.4409 0.0188
O 3.0376 6.5139 -1.2478
C 3.1185 9.1256 -0.7613
H 3.3718 11.0556 -1.7267
H 4.8479 10.3867 -1.0279
H 3.3847 9.3686 -3.5098
H 5.0272 9.9955 -3.4550
H 4.5232 7.2970 -3.2997
H 5.8587 8.0181 -2.3676
H 3.0640 9.3398 0.3001
H 2.1148 9.0055 -1.1670

32
Properties=species:S:1:pos:R:3 method="wB97M-V/def2-TZVPD" de_lowest_kj_mol=335.0 fmax_ha_per_bohr=0.076 smiles="C=CCC(C)(C)P[Si](C)(C)C" gap_ev=9.20 e_homo_ev=-8.35 mol_weight_g_mol=188.327
C 2.6416 1.3248 -0.8650
C 2.2415 -0.1643 -0.8230
C 1.6584 2.0679 -1.3516
C 1.4629 -0.9102 0.4630
C 0.7012 -2.1201 -0.0914
C 2.4130 -1.3750 1.7212
C -2.6151 2.0035 0.8602
C -2.9178 -1.0265 0.8266
C -1.7538 0.3416 -1.8058
Si -1.6815 0.3851 0.2948
P 0.2579 0.2408 1.4105
H 0.6881 1.6006 1.2854
H 3.7116 1.5886 -0.6688
H 1.6177 -0.3587 -1.7398
H 3.1669 -0.7610 -0.8717
H 0.6300 1.6599 -1.4772
H 1.8448 3.0458 -1.6957
H 0.0250 -1.8424 -1.0030
H 0.0361 -2.3666 0.7297
H 1.3075 -2.9755 -0.2902
H 3.1022 -2.2165 1.3343
H 1.7606 -1.7794 2.5438
H 3.1754 -0.7038 2.1726
H -2.9738 2.1428 1.8938
H -1.9205 2.8257 0.7300
H -3.4426 2.4240 0.2326
H -3.6393 -0.9825 -0.0214
H -2.6144 -2.0571 0.8522
H -3.3569 -0.9214 1.7833
H -1.5764 -0.6541 -1.9526
H -2.7753 0.4932 -2.0391
H -1.1753 1.0708 -2.4380

The evaluated energy for the records listed, in turn: -12066.8580 -60926.7131 -207820.7058 -26837.6683 eV.